No. 1
90
Properties=species:S:1:pos:R:3:lowdin_charge:R:1 method="wB97M-V/def2-TZVPD" total_energy_ha=-4955.39157 molar_mass_g_mol=902.64 e_lumo_ev=-3.87 multiplicity=1 orbital_gap_ev=8.48 total_charge=+1
O -5.97618 1.04818 -1.65320 -0.21
B 4.26748 4.63186 -3.61125 -0.67
C 1.96242 4.34060 -2.83935 -0.28
F -0.76761 0.54445 -3.90875 0.18
C -1.54252 -3.09462 -0.23151 -0.16
C -1.67515 -7.12917 5.05037 -0.15
O -3.65243 -3.90926 0.33282 -0.18
H -3.01552 -5.52553 5.64912 0.14
H 0.93389 2.32316 -0.42868 0.14
O -2.54231 -5.96532 1.08202 -0.21
F -1.60965 2.00006 -2.62747 0.16
H 4.89601 1.52562 2.58972 0.13
H -3.26901 4.96092 -4.93515 0.07
S 0.29771 -6.09281 6.14833 0.60
O 2.62449 6.26984 -3.84215 0.06
F -1.12090 0.07755 -1.89013 0.16
C 0.74823 2.70760 -1.42301 -0.05
C -2.67525 4.38313 -4.23905 -0.08
O 1.28216 -5.30752 5.49405 -0.24
H 3.81585 4.82155 1.02417 0.06
H 0.00351 5.94276 -3.97174 0.12
O -4.65360 -1.02890 -1.91416 -0.24
H 5.24234 -0.34901 4.10292 0.13
H 4.38372 -2.91360 1.83454 0.14
H -8.40301 -0.45511 -0.18130 0.14
H -2.03433 -7.48621 4.08878 0.13
C -0.20523 4.89758 -3.74750 -0.14
H 2.19823 -4.04997 0.00794 0.14
S 4.74435 2.83416 5.19278 0.60
H -8.87135 -1.87806 -2.10336 0.14
S -2.67198 -4.59256 1.40176 0.60
O 1.92404 -2.18481 0.83959 -0.19
O 5.33777 1.34549 5.29971 -0.18
O 3.75958 2.57182 3.94796 -0.20
C 2.52510 -3.49267 0.88743 -0.14
C -0.70621 1.04086 -2.69569 -0.68
N 1.09573 4.16137 -3.85858 0.11
C -1.20910 4.37079 -4.78639 -0.21
C 4.10488 1.33053 3.31800 -0.19
C 3.31918 4.34872 0.22226 0.22
H -0.95364 3.37667 -5.14306 0.10
C -7.75609 -1.32359 -0.31986 -0.15
H -0.90908 -2.21147 -0.25705 0.12
O 5.78504 3.69770 4.77028 -0.22
H -2.73003 4.81508 -3.24468 0.07
O 5.45297 5.07752 -3.15346 0.24
C 0.69937 1.50597 -2.37571 -0.01
H 3.77253 0.04039 5.02594 0.14
O 3.18267 -0.08759 0.92022 -0.23
C 4.01300 -3.22466 0.85609 -0.14
H 2.65079 7.09098 -3.33384 0.14
O -1.05212 -5.23821 6.27600 -0.18
C -7.85159 -1.86786 -1.72891 -0.15
H -7.98654 -2.07069 0.43408 0.14
O -6.39215 -0.89092 -0.19769 -0.19
H -0.58888 4.84219 -2.73274 0.11
O -1.32862 -3.82693 0.97839 -0.19
O -7.04098 -0.98208 -2.51646 -0.18
O 3.95595 3.10565 6.33358 -0.21
O -3.02056 -4.15634 2.70614 -0.22
H -3.39398 -2.53066 -1.20998 0.10
O 2.34429 -0.97188 -1.25059 -0.23
C -3.01250 -2.74496 -0.22439 -0.16
S -5.87207 -0.36217 -1.61729 0.61
H 1.19783 1.67417 -3.32164 0.13
H 5.44336 5.15913 -2.19356 0.12
C 4.60164 0.45761 4.45032 -0.16
C 2.71983 3.90476 -0.71152 -0.09
S 2.87791 -1.17130 0.05201 0.61
H 1.21036 0.68058 -1.89135 0.09
H -7.42872 -2.87205 -1.79824 0.14
H 3.24668 0.91230 2.81426 0.10
H 4.58634 -4.07796 0.50691 0.14
H 4.22938 2.81854 -4.34878 0.13
H -0.18640 3.25674 -1.35273 0.13
H 1.55411 4.32451 -4.74785 0.16
C -2.00120 -5.67144 5.28767 -0.16
H -2.07324 -7.76359 5.84555 0.13
O 0.54621 -6.72405 7.38965 -0.21
N 3.01796 5.22845 -2.97874 0.06
H -1.85003 -5.08036 4.38891 0.10
H -3.01709 3.35726 -4.21436 0.06
H 2.21460 -4.02013 1.78547 0.15
N 1.82082 3.68036 -1.72006 0.04
O 4.22072 3.73622 -4.64007 0.22
H -1.29217 -3.74443 -1.07335 0.14
H -1.17092 5.04906 -5.63636 0.10
O 4.15703 -2.11570 -0.05226 -0.17
O -0.24266 -7.18596 5.10456 -0.19
H -3.21546 -1.89833 0.43473 0.14

No. 2
66
Properties=species:S:1:pos:R:3:lowdin_spin:R:1 method="wB97M-V/def2-TZVPD" total_energy_ha=-11631.08587 molar_mass_g_mol=929.38 e_lumo_ev="1.71 / 1.26" multiplicity=8 orbital_gap_ev="5.15 / 4.70" total_charge=-1 s2=16.09
Se 9.75270 9.47383 10.21409 0.20
C 9.91154 15.54889 12.28519 0.00
H 5.46235 12.07396 9.45627 0.00
H 9.98324 10.50416 13.36096 0.00
N 10.55397 11.37466 13.20677 -0.01
Se 9.44135 5.79370 11.40585 0.03
H 13.32216 14.02751 8.33044 0.00
C 9.24480 12.77952 7.16831 0.00
H 9.19537 12.35876 5.10952 0.00
H 8.88265 15.95151 10.39947 0.00
N 10.45685 14.63433 10.00564 -0.01
C 6.34940 14.08129 10.84430 0.00
C 6.37297 12.05932 12.16062 0.00
H 6.74693 11.64527 5.21140 0.00
C 6.63547 11.97990 7.24941 0.00
H 13.96355 13.07598 10.44783 0.00
H 11.75617 11.27228 10.44235 0.00
H 10.24656 13.18587 7.03719 0.00
H 5.33172 11.79705 11.99608 0.00
H 7.94736 14.47529 13.78594 0.00
H 12.39501 15.19768 10.58235 0.00
H 6.93787 14.60003 10.10489 0.00
H 10.47042 11.38480 15.27135 0.00
C 7.33316 11.99783 6.06006 0.00
H 8.34107 12.09046 14.06655 0.00
H 9.88860 14.50446 9.16174 0.00
H 5.64525 11.61995 7.36694 0.00
Se 6.16999 8.40559 11.68131 0.00
N 9.65395 14.17060 12.66830 -0.01
C 10.37748 12.11318 14.45164 0.00
C 6.53647 11.98000 9.73903 0.00
Sb 8.54478 7.89888 11.90880 0.00
C 12.45982 13.74592 8.95064 0.00
H 11.78873 9.91279 12.57153 0.00
H 9.37831 14.89325 14.61692 0.00
H 10.42493 16.69755 10.48552 0.00
H 10.82238 15.99243 12.71486 0.00
H 12.95270 12.70354 12.65673 0.00
H 8.71350 12.81657 15.55881 0.00
C 8.60268 12.71378 8.45060 0.03
H 11.66704 13.27352 8.32695 0.00
H 5.28450 14.05733 10.61836 0.00
H 11.94057 15.80335 8.98088 0.00
H 12.42274 10.70082 13.99340 0.00
C 11.91533 10.88868 13.01034 0.00
C 9.05548 12.76050 14.54596 0.00
C 13.06722 12.66476 9.87803 0.00
H 6.58691 12.64795 13.04903 0.00
C 7.30663 12.30581 8.43712 0.00
H 10.54021 13.66321 12.73346 0.00
H 6.42126 14.61753 11.79709 0.00
H 9.11707 16.14952 12.74662 0.00
N 12.11869 12.11522 10.86310 -0.01
H 13.57806 11.90258 9.32509 0.00
H 6.71846 10.90924 9.91278 0.00
Se 9.22056 8.60103 14.16124 0.00
H 13.73623 11.28661 11.90231 0.00
N 6.87602 12.74897 10.91368 -0.01
C 11.87253 14.92696 9.65150 0.00
H 6.89021 11.07505 12.28921 0.00
C 12.77018 11.75521 12.12216 0.00
H 11.20778 12.86066 14.58353 0.00
C 9.88322 15.78297 10.74666 0.00
C 8.95711 14.12462 13.92903 0.00
C 8.61863 12.37354 5.98405 0.00
Gd 9.39724 12.25738 10.85910 6.80

No. 3
70
Properties=species:S:1:pos:R:3:lowdin_spin:R:1 method="wB97M-V/def2-TZVPD" total_energy_ha=-3990.51335 molar_mass_g_mol=780.14 e_lumo_ev="-5.81 / -8.75" multiplicity=5 orbital_gap_ev="7.53 / 4.70" total_charge=+2 s2=6.02
C -1.85689 2.26083 3.27951 0.00
C 2.34392 1.78597 2.46264 0.02
H 2.83541 3.67264 3.35414 0.00
C 4.06297 2.45183 0.44925 0.01
Os 1.35458 -0.98943 0.87186 2.12
C -3.38892 1.47762 -2.57194 0.00
H -2.82212 3.68506 1.14847 0.00
H -0.13648 3.33581 2.57635 0.00
H -2.97861 -1.28504 2.08888 0.00
S 0.36239 -4.33769 -0.63776 0.77
S -0.68969 -1.82714 1.89877 0.06
H 1.65258 1.48626 3.23974 0.00
H -1.51338 4.37922 -2.26909 0.00
H -2.67859 3.96722 -3.53600 0.00
H -2.04565 4.81877 2.26287 0.00
O -1.87423 2.09731 -0.84470 0.02
H -1.31358 4.50529 0.69080 0.00
N 3.10089 -0.94385 -0.22495 -0.01
S 0.11678 0.00749 -0.83413 0.30
H -2.15112 -4.35037 -1.41630 0.00
H -0.66597 -0.69137 4.00900 0.00
C 3.72520 0.14482 -0.42591 0.04
C 3.41429 -3.09755 0.07116 0.03
S 0.90153 3.20051 -0.89612 0.05
H -4.23860 1.80261 -1.97004 0.00
N 0.32889 -2.92020 -2.84277 0.05
H 4.35741 4.31512 1.48502 0.00
H -1.97749 0.19633 1.90337 0.00
H 0.25814 -2.21997 4.04417 0.00
S 4.12517 -4.62102 -0.36165 0.02
H -1.31679 1.97698 -2.84340 0.00
C -2.17867 2.32636 -2.26697 0.00
H -3.69722 -3.03666 -2.48168 0.00
H 4.14413 -6.66576 0.74846 0.00
H -2.31285 -0.83172 0.49420 0.00
C 3.85138 3.35863 1.48378 0.01
C 3.69043 -5.71155 1.01061 0.00
S 2.46545 -2.91934 1.57454 0.18
N 2.52537 0.92660 1.46681 0.10
N -1.77164 -3.69811 -2.08723 0.03
C -1.86093 4.04773 1.51399 0.00
H -1.26317 1.48837 3.77373 0.00
H -1.51798 -2.26520 4.09184 0.00
H -2.14699 2.99564 4.03075 0.00
C 2.99832 3.01228 2.51302 0.01
C 0.05952 -2.33766 -4.16629 0.00
H -0.21703 -1.28863 -4.07278 0.00
H 4.12161 -5.36098 1.94403 0.00
H 1.28529 -2.85689 -2.51718 0.00
H -2.84511 -3.61703 -3.91571 0.00
H 2.61552 -5.84232 1.10628 0.00
C -2.73811 -3.05453 -2.99097 0.00
H -3.22651 4.15185 -1.86379 0.00
H -0.71311 -2.89115 -4.68329 0.00
H -2.44338 -2.03290 -3.20205 0.00
C -0.45761 -3.57103 -2.00888 0.08
H 4.74250 2.67062 -0.36442 0.00
H 4.55790 0.18373 -1.12048 0.00
H -3.65698 1.57832 -3.62444 0.00
C -2.40611 3.80041 -2.49267 0.00
O -0.65303 1.84917 1.27157 0.01
P -0.40693 1.97846 -0.27979 0.03
C -2.14188 -0.82274 1.56659 0.01
C 3.39310 1.25289 0.48466 0.01
C -0.65298 -1.73462 3.70043 0.01
H -2.76780 1.81365 2.87595 0.00
H 0.97514 -2.41159 -4.74542 0.00
C -1.07493 2.93956 2.18334 0.00
N 3.62865 -2.13162 -0.75409 0.01
H -3.19540 0.42368 -2.35769 0.00